1.
The following is a DFT calculation (ωB97M-V with the def2-TZVPD basis set) of a single C6H10O molecule.

Geometry as XYZ:
```
17
Properties=species:S:1:pos:R:3:nbo_charge:R:1
C 1.262 -0.686 1.699 -0.405
C 1.217 0.019 0.571 -0.165
C 0.002 0.345 -0.235 -0.140
C -0.171 1.830 -0.502 -0.587
C -0.348 -0.614 -1.366 -0.445
C -1.242 -0.504 -0.170 0.104
O -1.438 -1.569 0.715 -0.696
H 0.359 -1.086 2.151 0.212
H 2.205 -0.866 2.208 0.199
H 2.144 0.433 0.164 0.196
H -0.395 2.371 0.424 0.216
H -0.982 2.018 -1.216 0.209
H 0.753 2.253 -0.917 0.210
H 0.267 -1.511 -1.439 0.215
H -0.681 -0.223 -2.325 0.219
H -2.183 0.029 -0.297 0.189
H -0.769 -2.239 0.532 0.471
```

gap between HOMO and LUMO	10.23	eV
SMILES string	C=C[C@@]1(C)C[C@H]1O


2.
The following is a DFT calculation (ωB97M-V with the def2-TZVPD basis set) of a single C6H10O molecule.

Geometry as XYZ:
```
17
Properties=species:S:1:pos:R:3:nbo_charge:R:1
O 1.737 -1.303 2.016 -0.527
C 2.235 -1.025 0.950 0.450
C 1.604 -0.128 -0.089 -0.517
C 0.383 0.645 0.419 -0.411
C -0.752 0.692 -0.579 -0.224
C -1.579 -0.544 -0.794 -0.431
C -2.174 0.651 -0.100 -0.414
H 3.215 -1.461 0.663 0.105
H 2.386 0.525 -0.497 0.225
H 1.321 -0.795 -0.919 0.238
H 0.675 1.664 0.699 0.212
H 0.035 0.163 1.341 0.230
H -0.565 1.296 -1.466 0.209
H -1.914 -0.777 -1.800 0.215
H -1.346 -1.415 -0.186 0.214
H -2.921 1.235 -0.629 0.215
H -2.340 0.577 0.972 0.214
```

gap between HOMO and LUMO	10.89	eV
SMILES string	O=CCCC1CC1


3.
The following is a DFT calculation (ωB97M-V with the def2-TZVPD basis set) of a molecular structure, C6H10O.

Geometry as XYZ:
```
17
Properties=species:S:1:pos:R:3:nbo_charge:R:1
C -1.020 -1.965 -1.213 -0.683
C -0.350 -0.984 -0.319 0.391
O -0.683 -0.861 0.954 -0.405
C -0.357 0.542 0.965 0.128
C 1.000 0.689 1.671 -0.492
C 1.644 0.495 0.298 -0.358
C 0.299 0.275 -0.503 -0.376
H -0.746 -2.990 -0.939 0.240
H -2.112 -1.883 -1.148 0.237
H -0.716 -1.794 -2.249 0.231
H -2.143 2.731 -0.603 -0.041
H -1.838 2.273 -0.100 0.022
H 1.211 -0.095 2.403 0.216
H 1.166 1.671 2.119 0.212
H 2.102 1.411 -0.081 0.223
H 2.351 -0.329 0.190 0.217
H 0.194 0.812 -1.445 0.239
```

gap between HOMO and LUMO (spin up / spin down)	7.90 / 7.90	eV


4.
The following is a DFT calculation (ωB97M-V with the def2-TZVPD basis set) of a single C6H10O molecule.

Geometry as XYZ:
```
17
Properties=species:S:1:pos:R:3:nbo_charge:R:1
O 0.646 -1.525 1.221 -0.569
C 1.643 -1.109 0.662 0.434
C 1.645 0.154 -0.103 -0.615
C 0.519 1.133 0.253 -0.383
C -0.758 0.780 -0.644 -0.271
C -1.204 -0.636 -1.118 -0.425
C -1.888 0.054 0.008 -0.418
H 2.568 -1.727 0.642 0.116
H 2.644 0.523 -0.387 0.227
H 0.859 0.021 -0.921 0.342
H 0.850 2.141 -0.009 0.225
H 0.214 1.057 1.294 0.224
H -0.998 1.533 -1.399 0.219
H -1.718 -0.696 -2.082 0.217
H -0.616 -1.521 -0.880 0.230
H -2.887 0.449 -0.110 0.211
H -1.626 -0.345 0.986 0.235
```

gap between HOMO and LUMO	10.77	eV
SMILES string	O=CCCC1CC1


5.
The following is a DFT calculation (ωB97M-V with the def2-TZVPD basis set) of a single C6H10O molecule.

Geometry as XYZ:
```
17
Properties=species:S:1:pos:R:3:nbo_charge:R:1
C 1.736 -0.624 -0.214 -0.613
C 0.742 0.311 0.451 -0.202
C 0.021 1.364 -0.436 -0.443
C -1.335 0.897 0.141 0.111
O -2.019 -0.061 -0.692 -0.518
C -1.254 -1.153 -0.151 -0.104
C -0.634 -0.233 0.931 -0.262
H 2.034 -1.436 0.458 0.209
H 2.633 -0.069 -0.505 0.214
H 1.319 -1.076 -1.120 0.206
H 1.224 0.806 1.299 0.204
H 0.305 2.402 -0.230 0.213
H 0.086 1.191 -1.516 0.219
H -2.007 1.662 0.554 0.187
H -0.443 -1.671 -0.857 0.147
H -1.619 -2.161 -0.223 0.211
H -0.768 -0.377 2.010 0.219
```

gap between HOMO and LUMO	10.19	eV
SMILES string	C[C@H]1C[C@H]2OC[C@@H]12


6.
The following is a DFT calculation (ωB97M-V with the def2-TZVPD basis set) of a single C6H10O molecule.

Geometry as XYZ:
```
17
Properties=species:S:1:pos:R:3:nbo_charge:R:1
C -1.968 -0.319 0.625 -0.607
C -1.079 0.125 -0.526 -0.204
C 0.072 -0.882 -0.793 -0.430
C 0.986 0.045 0.001 0.211
C 2.432 0.063 0.175 -0.111
O 1.564 -0.374 1.218 -0.488
C -0.037 1.175 -0.050 -0.430
H -1.349 -0.459 1.522 0.211
H -2.724 0.439 0.855 0.209
H -2.484 -1.260 0.396 0.208
H -1.664 0.406 -1.407 0.202
H -0.066 -1.884 -0.372 0.218
H 0.364 -0.962 -1.845 0.215
H 3.047 -0.715 -0.279 0.180
H 2.946 1.006 0.364 0.180
H 0.218 1.936 -0.794 0.215
H -0.257 1.661 0.907 0.218
```

gap between HOMO and LUMO	11.08	eV
SMILES string	C[C@H]1C[C@]2(CO2)C1


7.
The following is a DFT calculation (ωB97M-V with the def2-TZVPD basis set) of a single C6H10O2 molecule.

Geometry as XYZ:
```
18
Properties=species:S:1:pos:R:3:nbo_charge:R:1
C 1.559 0.164 0.001 -0.398
C 0.518 1.183 -0.265 -0.465
C -0.880 0.784 0.355 0.024
C -2.045 0.050 -0.087 -0.104
O -1.675 -1.349 -0.158 -0.518
C -0.230 -1.139 -0.060 0.303
C 1.159 -1.541 0.002 -0.402
O -0.308 -0.285 1.153 -0.533
H 2.539 0.365 -0.475 0.221
H 1.953 0.215 1.091 0.228
H 0.728 2.276 0.140 0.246
H 0.189 1.506 -1.348 0.204
H -1.464 1.600 0.738 0.197
H -2.253 0.458 -1.110 0.174
H -2.918 0.157 0.656 0.215
H -0.185 -0.485 -0.972 0.144
H 1.777 -2.162 -0.754 0.242
H 1.536 -1.796 1.094 0.223
```

gap between HOMO and LUMO	10.33	eV
SMILES string	C1C[C@H]2CO[C@H](C1)O2


8.
The following is a DFT calculation (ωB97M-V with the def2-TZVPD basis set) of a molecular structure, C6H10O2.

Geometry as XYZ:
```
18
Properties=species:S:1:pos:R:3:nbo_charge:R:1
C 1.046 0.050 1.440 -0.653
C 0.916 0.201 -0.043 0.161
C 0.123 1.372 -0.506 -0.439
C -1.332 0.803 -0.226 -0.091
C -0.578 -1.623 -0.172 -0.032
C 0.570 -0.839 -0.954 -0.005
H 0.230 0.492 2.153 0.258
H 2.270 0.365 1.687 0.239
H 1.196 -1.279 1.313 0.219
H 0.199 1.510 -1.658 0.217
H 0.123 2.255 -0.030 0.199
H -1.653 1.543 0.706 0.203
H -2.220 1.089 -1.124 0.209
H -1.037 -2.294 -0.854 0.170
H -0.277 -2.288 0.730 0.185
H -0.141 -0.423 -1.817 0.155
O -1.303 -0.640 0.260 -0.561
O 1.869 -0.292 -0.905 -0.432
```

gap between HOMO and LUMO	10.27	eV


9.
The following is a DFT calculation (ωB97M-V with the def2-TZVPD basis set) of 3 unconnected molecules or ions with the total composition C6H10O2.

Geometry as XYZ:
```
18
Properties=species:S:1:pos:R:3:nbo_charge:R:1
C -0.589 1.715 2.342 -0.207
C 0.760 1.794 2.092 -0.220
C 1.261 2.008 0.791 -0.208
C 0.386 2.303 -0.224 -0.210
C -0.944 1.848 -0.011 -0.213
C -1.485 1.657 1.247 -0.226
H -0.976 1.750 3.352 0.215
H 1.522 1.640 2.845 0.217
H 2.330 2.133 0.681 0.213
H 0.638 2.814 -1.142 0.217
H -1.628 1.781 -0.852 0.205
H -2.492 1.270 1.295 0.218
O 1.293 -4.882 -1.567 -0.961
H 0.991 -5.796 -1.575 0.458
H 0.488 -4.399 -1.850 0.489
O -0.513 -2.923 -2.475 -0.951
H -0.010 -2.362 -3.047 0.482
H -1.033 -2.353 -1.902 0.483
```

gap between HOMO and LUMO	9.84	eV
SMILES string	c1ccccc1.O.O


10.
The following is a DFT calculation (ωB97M-V with the def2-TZVPD basis set) of a single C6H10O2 molecule.

Geometry as XYZ:
```
18
Properties=species:S:1:pos:R:3:nbo_charge:R:1
O -2.090 0.076 -1.359 -0.729
C -0.787 0.654 -1.012 -0.095
C 0.004 -0.424 -0.428 -0.127
C -0.615 -0.504 1.043 -0.457
C 0.166 0.647 1.714 -0.130
O 1.047 1.322 0.603 -0.525
C 1.385 -0.040 0.090 0.051
C 1.379 -0.872 -1.219 -0.365
H -1.849 -0.685 -2.030 0.457
H -0.364 1.252 -1.865 0.191
H -1.138 1.259 -0.083 0.203
H -1.799 -0.199 1.071 0.243
H -0.671 -1.567 1.688 0.243
H -0.455 1.544 2.007 0.205
H 0.888 0.458 2.511 0.203
H 1.701 -0.818 0.885 0.178
H 1.265 -0.346 -2.235 0.224
H 1.932 -1.757 -1.382 0.231
```

gap between HOMO and LUMO	9.71	eV
SMILES string	OC[C@]12CCO[C@@H]1C2


11.
The following is a DFT calculation (ωB97M-V with the def2-TZVPD basis set) of a single C6H10O2S molecule.

Geometry as XYZ:
```
19
Properties=species:S:1:pos:R:3:nbo_charge:R:1
C -0.213 -1.306 -0.765 -0.140
C -0.721 -0.506 0.212 0.036
C 1.232 -1.287 -1.080 -0.740
C 0.206 0.571 0.717 -0.462
C -2.164 -0.441 0.589 -0.667
C -0.092 1.985 0.202 -0.631
O 2.537 -0.781 1.059 -0.958
O 2.714 1.060 -0.549 -0.912
S 1.886 0.001 0.021 2.099
H -0.920 -2.110 -1.183 0.196
H 1.753 -2.301 -0.761 0.281
H 1.507 -1.219 -2.182 0.269
H 0.352 0.460 1.844 0.262
H -2.245 -0.003 1.619 0.236
H -2.548 -1.398 0.261 0.230
H -2.627 0.365 0.005 0.217
H -0.164 2.028 -0.970 0.222
H 0.674 2.661 0.528 0.242
H -1.166 2.220 0.432 0.221
```

gap between HOMO and LUMO (spin up / spin down)	6.32 / 7.84	eV
2S+1	3
<S²>	2.01


12.
The following is a DFT calculation (ωB97M-V with the def2-TZVPD basis set) of a molecular structure, C6H10O3.

Geometry as XYZ:
```
19
Properties=species:S:1:pos:R:3:nbo_charge:R:1
C -0.475 -0.694 -0.783 -0.477
C -0.332 1.669 0.552 -0.684
C -1.590 -1.080 0.179 -0.625
C -0.351 1.022 -0.811 0.521
C 1.935 -0.432 -0.122 0.682
C 2.013 -0.990 1.066 -0.760
O 0.563 1.400 -1.743 -0.220
O 2.354 0.254 -1.001 -0.456
O -1.080 1.594 -1.761 -0.278
H -0.784 -0.805 -1.825 0.229
H 0.283 -1.490 -0.766 0.222
H -1.312 1.568 1.010 0.227
H 0.414 1.218 1.201 0.233
H -0.108 2.725 0.417 0.236
H 1.416 -1.843 1.330 0.246
H 2.685 -0.582 1.804 0.269
H -2.470 -0.462 0.003 0.211
H -1.883 -2.120 0.034 0.216
H -1.277 -0.950 1.215 0.208
```

gap between HOMO and LUMO	8.86	eV


Calculated electronic energy (Eh), listed in the same order as above: -309.7939, -309.8148, -309.6573, -309.7568, -309.7479, -309.7902, -384.8467, -384.8170, -385.0796, -384.8508, -783.0693, -460.1147